The following is a quantum chemistry calculation of a 3-piece molecular cluster, C4H10N2O overall, from the Open Molecules 2025 dataset.

```
17
Properties=species:S:1:pos:R:3:lowdin_charge:R:1
C -1.69694 -0.39841 0.73379 -0.22
C 0.30537 -1.56099 0.43336 -0.02
O -1.57155 0.62269 1.43929 -0.12
H -0.11269 1.43299 1.44791 0.07
H -1.86311 -0.31614 -0.35102 0.08
H -2.00284 -1.34828 1.19031 0.08
H 0.47550 -1.67924 1.50194 0.03
H 1.23036 -1.65495 -0.12201 0.01
H -0.39226 -2.27556 0.00915 0.02
C 0.38092 1.05978 -0.99818 -0.26
C 0.68024 0.67655 -2.24154 0.04
N 1.06386 0.54265 0.09982 -0.08
N 0.88306 1.23174 1.20142 0.04
H 1.44317 0.87530 1.96772 0.11
H -0.41829 1.76778 -0.79328 0.11
H 0.14025 1.07810 -3.08678 0.05
H 1.45495 -0.05401 -2.43190 0.06
```

Summary:
Frontier orbital gap (spin up / spin down)   7.952 / 7.188 eV
LUMO energy (spin up / spin down)   -0.0084 / -0.0199 hartree
HOMO energy (spin up / spin down)   -8.2 / -7.7 eV

The following is a quantum chemistry calculation of one molecule with the formula H3NOSSi, from the Open Molecules 2025 dataset.

```
7
Properties=species:S:1:pos:R:3:lowdin_charge:R:1
N -0.69386 -0.56888 1.93878 -0.13
O 2.10919 -0.47858 -0.10156 -0.60
Si -0.95959 0.39037 0.62275 0.17
S 1.20923 0.83287 0.10381 0.57
H -1.40118 1.85036 0.77074 -0.06
H -1.59676 -0.00434 -0.72733 -0.07
H 2.77079 -0.63438 0.70058 0.12
```

Summary:
Frontier orbital gap (spin up / spin down)   6.865 / 7.303 eV
LUMO energy (spin up / spin down)   -0.0916 / -0.0750 hartree
HOMO energy (spin up / spin down)   -9.4 / -9.3 eV

The following is a quantum chemistry calculation of C17H39NNbO4P2S2Si as an isolated structure, from the Open Molecules 2025 dataset.

```
67
Properties=species:S:1:pos:R:3:lowdin_charge:R:1
C 5.25263 -2.23547 1.35273 -0.08
C 4.47596 -2.50261 0.07739 -0.33
O 3.33323 -1.68866 0.03885 -0.37
C 2.66072 -1.70890 -1.24563 -0.40
Nb 1.97677 0.43237 -1.66253 1.34
S 3.15522 0.29042 -3.88392 0.18
C 0.15961 -0.43324 -2.70628 -0.31
C -1.13518 0.32096 -2.41489 -0.36
O -1.96118 -0.39400 -1.49925 -0.26
Si -3.34811 0.38327 -1.04138 0.41
C -4.47043 -0.74067 -0.05244 -0.15
C -4.33398 0.99495 -2.53529 -0.17
C -2.92451 1.89246 0.01005 -0.14
O 1.32056 2.34991 -1.89974 -0.42
C 2.26746 3.34880 -2.16916 -0.32
C 2.70202 4.06551 -0.86563 -0.47
C 2.58558 5.56328 -0.98437 -0.06
O 1.98551 3.55706 0.23950 -0.09
P 4.28956 1.11694 -0.68045 0.54
N 4.21105 1.61214 0.85609 -0.38
P 0.95203 0.27775 0.74081 0.18
S -0.01973 -1.44046 1.04663 -0.03
H 5.33018 -3.12620 1.96194 0.06
H 4.77126 -1.46646 1.94160 0.07
H 6.26010 -1.89730 1.13944 0.06
H 5.12370 -2.27529 -0.77215 0.09
H 4.17015 -3.54975 0.02530 0.12
H 3.31579 -2.08327 -2.02542 0.02
H 1.80388 -2.36607 -1.12704 0.02
H 2.45736 -0.64876 -4.53560 -0.27
H 0.00540 -1.48518 -2.49390 0.05
H 0.34351 -0.33855 -3.76892 0.01
H -1.68336 0.38100 -3.35535 0.10
H -0.98033 1.35170 -2.08483 0.09
H -5.31488 -0.13905 0.26926 0.03
H -3.99363 -1.17240 0.81546 0.01
H -4.88492 -1.54262 -0.65290 0.03
H -5.23453 1.50081 -2.21190 0.02
H -4.60038 0.16519 -3.18313 0.03
H -3.70223 1.67427 -3.09725 0.02
H -3.42656 1.88768 0.96688 0.02
H -1.85966 1.85976 0.21767 0.00
H -3.13001 2.82086 -0.50862 0.02
H 1.78077 4.08667 -2.81116 0.11
H 3.14185 3.00552 -2.72287 0.05
H 3.75990 3.84383 -0.72845 0.09
H 2.89833 5.99615 -0.04071 0.08
H 3.23118 5.93759 -1.76858 0.08
H 1.56047 5.85638 -1.18338 0.08
H 2.64052 3.41319 0.94367 0.07
H 5.18593 0.03113 -0.83676 -0.06
H 4.91905 2.15703 -1.43630 -0.06
H 4.77153 0.98821 1.42608 -0.07
H 1.96313 0.34740 1.71181 -0.11
H 0.13345 1.39257 1.02620 -0.11
C -4.78046 -4.75626 3.57572 -0.11
C -5.45468 -4.22961 4.66890 -0.11
C -5.16291 -2.94672 5.11049 -0.11
C -4.20245 -2.18880 4.45402 -0.09
C -3.53007 -2.71397 3.35941 -0.09
C -3.81727 -3.99922 2.92268 -0.09
H -5.00587 -5.75818 3.23220 0.09
H -6.20764 -4.81944 5.17699 0.09
H -5.68460 -2.53696 5.96654 0.09
H -3.97693 -1.18662 4.79529 0.10
H -2.78009 -2.12347 2.84490 0.08
H -3.28878 -4.40856 2.07164 0.10
```

Summary:
Frontier orbital gap   5.632 eV
LUMO energy   0.0471 hartree
HOMO energy   -4.4 eV
Charge   -1

The following is a quantum chemistry calculation of one molecule with the formula C14H26FN2O2PS2, from the Open Molecules 2025 dataset.

```
48
Properties=species:S:1:pos:R:3:lowdin_charge:R:1
C 0.46696 3.58389 -1.22897 -0.10
C 1.24175 2.83728 -0.11976 -0.25
C 0.34848 2.49619 1.08142 -0.20
C 0.89487 1.44797 2.04692 -0.18
N 0.97625 0.05282 1.56301 -0.22
C 0.08743 -0.33342 0.46589 -0.20
C -1.39162 -0.26435 0.88727 -0.18
C -2.05726 -1.63843 1.04982 -0.26
C -3.59450 -1.56940 0.86741 -0.40
P -4.14598 -2.37058 -0.70411 1.00
C -4.85377 -0.93875 -1.59554 -0.64
O -4.14946 -0.04419 -1.99472 0.06
N -6.30125 -0.95001 -1.89191 0.10
C -6.97299 -0.05853 -1.05296 -0.55
O -7.20423 -0.21255 0.10456 0.16
F -7.36751 1.04433 -1.71487 0.12
C 2.27272 -0.48928 1.47246 -1.11
S 2.91939 -1.34065 2.69611 0.71
S 3.18734 -0.16995 -0.02044 0.91
C 4.17484 -1.66703 -0.24465 -0.50
C 5.69026 -1.41565 -0.25586 -0.30
C 6.32001 -1.33771 -1.66801 -0.10
H 0.37616 2.98079 -2.13272 0.07
H 0.94089 4.53304 -1.47742 0.06
H -0.55152 3.81626 -0.90535 0.07
H 2.02579 3.50888 0.23817 0.11
H 1.69625 1.93735 -0.52634 0.04
H -0.66294 2.25945 0.74395 0.09
H 0.25410 3.41361 1.67382 0.12
H 0.30204 1.47734 2.96731 0.11
H 1.89998 1.76451 2.34199 0.12
H 0.31871 -1.37741 0.23661 0.12
H 0.26520 0.21723 -0.46522 0.10
H -1.94200 0.29973 0.12691 0.10
H -1.48495 0.29135 1.82152 0.11
H -1.62764 -2.35331 0.34757 0.08
H -1.86456 -1.99774 2.06399 0.11
H -3.92827 -0.53191 0.86979 0.08
H -4.09626 -2.08128 1.68950 0.08
H -5.32549 -3.03184 -0.32228 -0.05
H -6.41925 -0.66204 -2.86034 0.13
H 3.91517 -2.38426 0.53115 0.03
H 3.86313 -2.09239 -1.20096 0.07
H 6.18159 -2.21636 0.30121 0.10
H 5.91227 -0.49246 0.27861 0.09
H 7.08717 -2.09871 -1.79927 0.07
H 6.75672 -0.35401 -1.84173 0.07
H 5.56596 -1.48784 -2.44357 0.06
```

Summary:
Frontier orbital gap   8.263 eV
Structure (SMILES)   CCCCN(CCCCPC(=O)NC(=O)F)C(=S)SCCC
LUMO energy   -0.0024 hartree
HOMO energy   -8.3 eV

The following is a quantum chemistry calculation of an isolated ion of composition C9H9O4S and charge -1, from the Open Molecules 2025 dataset.

```
23
Properties=species:S:1:pos:R:3:lowdin_charge:R:1
C -0.78352 0.07521 0.45799 -0.21
C 1.08918 -1.03819 -0.81152 -0.04
C 0.15308 1.18079 0.59300 -0.11
C 1.80894 0.09144 -0.76342 -0.06
C -0.16937 -1.17392 -0.09847 -0.14
C 1.34268 1.23971 -0.03620 -0.30
C -1.45740 -3.41962 0.68737 -0.07
C -0.55709 -2.43051 0.15265 -0.21
C 2.23309 2.45002 -0.02268 -0.07
O -2.55983 2.05860 0.79889 -0.37
O -1.55934 1.99905 -1.43169 -0.36
O -3.22681 0.33149 -0.80992 -0.38
O -0.28731 -3.75252 -0.07618 0.02
S -2.19956 1.26067 -0.36121 0.44
H -1.39354 -0.11175 1.33730 0.12
H 1.46086 -1.92784 -1.30146 0.11
H -0.23356 2.04342 1.10979 0.10
H 2.76774 0.15785 -1.26104 0.10
H -1.41638 -3.69349 1.73724 0.10
H -2.40270 -3.61302 0.19084 0.11
H 1.78803 3.25629 0.55477 0.07
H 3.21337 2.21197 0.39882 0.07
H 2.38943 2.80438 -1.04487 0.08
```

Summary:
Frontier orbital gap   7.044 eV
Structure (SMILES)   CC1=C[C@@H](S(=O)(=O)[O-])/C(=C2\CO2)C=C1
LUMO energy   0.1210 hartree
HOMO energy   -3.8 eV
Charge   -1

The following is a quantum chemistry calculation of a 3-piece molecular cluster, C3H4BrN3O5 overall, from the Open Molecules 2025 dataset.

```
16
Properties=species:S:1:pos:R:3:lowdin_charge:R:1
C 0.23766 -0.49366 0.05777 -0.15
C -0.00306 0.50292 -1.04556 -0.20
C 1.69253 -0.83880 -0.20950 -0.79
N 2.16998 -0.19046 -1.16252 0.03
N 2.75244 1.51206 1.43415 -0.22
N 3.87070 1.87329 -0.63185 -0.28
O 2.46370 2.32722 0.57227 0.05
O 3.89357 2.45040 -1.63949 0.20
O 2.57727 1.29694 2.62042 0.06
O 4.40571 1.10001 0.04439 0.15
O 1.24853 0.69499 -1.60215 -0.13
Br 2.62869 -2.31591 0.53492 0.76
H 0.29818 -0.03277 1.13440 0.14
H -0.52406 -1.25635 -0.00065 0.11
H -0.50420 -0.06091 -1.89619 0.15
H -0.52453 1.39602 -0.76530 0.12
```

Summary:
Frontier orbital gap (spin up / spin down)   7.705 / 8.640 eV
LUMO energy (spin up / spin down)   -0.0353 / -0.0213 hartree
HOMO energy (spin up / spin down)   -8.7 / -9.2 eV

The following is a quantum chemistry calculation of one molecule with the formula C3H7N3O, from the Open Molecules 2025 dataset.

```
14
Properties=species:S:1:pos:R:3:lowdin_charge:R:1
C -1.07267 1.15990 0.31141 -0.13
C -0.40462 -1.01444 0.31231 -0.16
C 2.84578 -0.11226 -0.24687 0.00
H -0.97551 1.48903 1.45775 0.13
H -1.86167 1.85544 0.09272 0.07
H -0.02815 1.13673 -0.31053 0.11
H -2.76215 -0.70104 -1.25844 0.21
H -0.68786 -2.02035 0.31662 0.10
H 3.26304 -1.21510 -0.08080 0.11
H 3.21761 0.81036 -0.68918 0.04
N -1.33549 -0.09395 -0.17669 -0.31
N 0.88844 -0.90778 0.53493 -0.03
N 1.50220 0.23877 -0.09138 -0.10
O -2.58899 -0.62531 -0.17187 -0.05
```

Summary:
Frontier orbital gap   8.869 eV
Structure (SMILES)   C=N/N=C\N(C)O
LUMO energy   0.0150 hartree
HOMO energy   -8.5 eV

The following is a quantum chemistry calculation of C19H22BIKN2O2S as an isolated structure, from the Open Molecules 2025 dataset.

```
49
Properties=species:S:1:pos:R:3:lowdin_charge:R:1
C 0.34762 -4.31948 2.83482 -0.02
C -0.84723 -3.60013 2.31079 -0.16
C -0.78499 -1.94679 2.19270 -0.08
C -0.88539 -0.99620 3.53168 -0.02
C -0.87127 0.64817 3.38938 -0.32
C -0.75103 1.25183 1.85865 -0.44
C -0.60360 0.29776 0.49278 -0.07
C -0.61592 -1.35966 0.63549 -0.02
C -0.50108 -2.30973 -0.69977 -0.06
B -2.05948 -2.45413 -1.30349 -0.41
O -2.54319 -3.62218 -2.06811 0.06
O -2.95451 -1.27068 -1.05666 0.01
N -0.45415 0.88294 -0.91990 -0.15
N 0.80482 1.46805 -1.06344 -0.08
C 1.92192 0.54972 -0.61689 -0.19
C 3.36789 0.85084 -1.40097 -0.18
C 4.68462 0.56475 -0.45783 -0.26
C 4.98812 -1.02114 -0.16357 -0.16
C -1.50616 1.95883 -1.17818 -0.12
C -2.38522 1.93711 -2.59629 0.02
C -3.55618 3.08570 -2.91081 -0.08
C -3.84732 4.30191 -1.80617 -0.61
I -5.45157 5.78435 -2.26244 0.70
C -2.96132 4.37013 -0.39058 -0.08
C -1.82106 3.20285 -0.10532 -0.35
S -0.77671 3.12748 1.49338 0.81
H 0.37052 -4.61667 3.96714 0.08
H 1.23555 -4.49444 2.06645 0.09
H -1.84944 -4.11688 1.94045 0.12
H -0.98110 -1.55195 4.58389 0.12
H -0.95488 1.33251 4.36027 0.10
H -0.01719 -3.34740 -0.45502 0.12
H 0.11951 -1.83058 -1.58581 0.12
H -3.54527 -3.48643 -2.15066 0.13
H -3.31482 -1.44805 -0.13824 0.12
H 0.95716 1.84752 -2.02378 0.14
H 1.71862 -0.59232 -0.77231 0.10
H 2.16182 0.69632 0.54112 0.10
H 3.37565 1.89488 -1.93520 0.11
H 3.40749 0.03832 -2.27410 0.12
H 5.65886 0.99203 -0.99870 0.12
H 4.60525 1.09360 0.59692 0.10
H 5.59674 -1.56537 -1.02882 0.09
H 4.04231 -1.66878 0.08586 0.07
H 5.69814 -1.08943 0.79369 0.08
H -2.14091 1.06524 -3.37428 0.11
H -4.13259 2.98575 -3.93549 0.09
H -3.19746 5.23144 0.39792 0.10
K 1.24843 1.24843 3.59945 0.89
```

Summary:
Frontier orbital gap   6.412 eV
LUMO energy   -0.1465 hartree
HOMO energy   -10.4 eV
Charge   +1

Copy entry 1 word for word.
The following is a quantum chemistry calculation of a 3-piece molecular cluster, C4H10N2O overall, from the Open Molecules 2025 dataset.

```
17
Properties=species:S:1:pos:R:3:lowdin_charge:R:1
C -1.69694 -0.39841 0.73379 -0.22
C 0.30537 -1.56099 0.43336 -0.02
O -1.57155 0.62269 1.43929 -0.12
H -0.11269 1.43299 1.44791 0.07
H -1.86311 -0.31614 -0.35102 0.08
H -2.00284 -1.34828 1.19031 0.08
H 0.47550 -1.67924 1.50194 0.03
H 1.23036 -1.65495 -0.12201 0.01
H -0.39226 -2.27556 0.00915 0.02
C 0.38092 1.05978 -0.99818 -0.26
C 0.68024 0.67655 -2.24154 0.04
N 1.06386 0.54265 0.09982 -0.08
N 0.88306 1.23174 1.20142 0.04
H 1.44317 0.87530 1.96772 0.11
H -0.41829 1.76778 -0.79328 0.11
H 0.14025 1.07810 -3.08678 0.05
H 1.45495 -0.05401 -2.43190 0.06
```

Summary:
Frontier orbital gap (spin up / spin down)   7.952 / 7.188 eV
LUMO energy (spin up / spin down)   -0.0084 / -0.0199 hartree
HOMO energy (spin up / spin down)   -8.2 / -7.7 eV